Computed, not measured: a molecular structure, C33H62AsCl2MgN6O2SSi3, with ωB97M-V/def2-TZVPD.

Structure (XYZ):
```
111
Properties=species:S:1:pos:R:3:forces:R:3
Mg -0.102 -0.588 -0.502 0.243 0.120 0.525
C -4.184 1.743 3.207 0.015 0.020 0.014
N -3.901 1.813 1.793 -0.038 0.050 0.076
C -4.822 1.598 0.781 -0.003 -0.016 -0.043
C -4.192 1.772 -0.389 0.091 -0.022 0.111
N -2.861 2.067 -0.092 0.017 -0.155 -0.168
C -2.687 2.173 1.273 -0.083 0.027 -0.123
S -1.334 2.683 2.061 0.136 0.034 0.113
C -1.860 2.342 -1.063 -0.038 0.083 0.019
C -2.099 3.366 -1.964 0.045 0.028 0.081
C -1.132 3.652 -2.913 0.045 0.018 -0.024
C 0.040 2.921 -2.910 -0.040 0.026 0.014
C 0.186 1.907 -1.978 -0.077 0.083 0.017
N -0.755 1.596 -1.077 -0.046 -0.202 -0.034
H -4.998 2.421 3.467 0.000 0.000 0.002
H -3.282 2.043 3.737 -0.011 -0.009 -0.013
H -4.451 0.724 3.491 -0.001 -0.004 0.001
H -5.839 1.317 0.983 -0.020 -0.003 0.023
H -4.536 1.653 -1.398 -0.017 0.011 -0.041
H -3.013 3.939 -1.889 -0.005 -0.011 0.004
H -1.291 4.448 -3.630 0.002 -0.004 0.000
H 0.834 3.105 -3.620 0.011 -0.008 0.001
H 1.078 1.295 -1.993 0.058 -0.067 -0.002
C 0.362 0.055 4.709 -0.007 -0.002 -0.023
Si 1.814 1.087 4.056 -0.091 -0.077 0.032
C 1.482 2.860 4.631 0.034 0.018 -0.076
C 3.312 0.536 5.073 0.026 -0.020 0.005
As 2.041 0.614 1.823 0.041 0.119 -0.067
Si 3.225 2.487 1.227 0.018 0.005 -0.014
C 3.923 2.290 -0.518 -0.061 -0.018 -0.011
C 2.207 4.080 1.172 -0.077 -0.021 0.025
C 4.719 2.888 2.319 0.026 -0.011 0.014
H 0.384 -0.056 5.798 -0.003 0.018 0.020
H 0.387 -0.940 4.257 0.009 -0.039 0.024
H -0.583 0.525 4.423 -0.012 0.010 -0.022
H 1.236 2.875 5.697 0.016 -0.017 0.030
H 0.651 3.303 4.083 -0.074 0.027 -0.006
H 2.358 3.495 4.478 0.006 0.016 0.008
H 3.157 0.692 6.146 -0.004 0.002 0.020
H 4.206 1.086 4.770 0.022 0.008 -0.006
H 3.510 -0.524 4.897 0.007 -0.020 0.013
H 3.196 1.846 -1.202 -0.004 0.008 -0.015
H 4.798 1.640 -0.515 0.057 -0.070 -0.013
H 4.218 3.262 -0.927 0.030 0.006 0.003
H 1.405 3.989 0.435 -0.016 0.004 -0.019
H 2.830 4.940 0.910 0.015 0.018 -0.018
H 1.731 4.276 2.135 0.003 0.027 0.008
H 5.383 2.024 2.377 0.018 -0.007 -0.003
H 4.421 3.146 3.338 -0.011 0.009 0.017
H 5.281 3.733 1.908 0.015 0.018 0.001
Cl 4.611 -1.634 -0.371 0.044 0.068 0.010
C 3.767 -1.786 -1.923 0.087 -0.137 -0.067
Cl 4.886 -1.583 -3.283 0.007 0.008 0.040
C 2.542 -0.842 -2.006 0.028 0.029 -0.027
O 2.354 -0.175 -3.011 0.006 0.073 -0.076
O 1.806 -0.930 -0.977 -0.271 0.074 0.008
H 3.407 -2.811 -1.967 0.064 0.060 -0.025
C -2.568 -3.314 -0.966 0.048 0.016 0.039
Si -1.410 -2.261 -2.090 -0.308 -0.124 -0.285
C -2.683 -1.471 -3.356 0.009 -0.155 -0.069
C -1.987 -0.497 -4.311 -0.001 0.023 0.030
C -3.651 -0.659 -2.505 -0.037 0.031 0.017
C -3.510 -2.471 -4.169 0.032 0.049 -0.021
C -0.401 -3.665 -3.014 0.012 -0.046 0.062
C -1.198 -4.961 -3.202 0.028 0.036 -0.058
C 0.129 -3.213 -4.377 0.069 0.022 0.083
C 0.815 -4.002 -2.144 -0.050 0.027 -0.021
H -3.159 -4.056 -1.508 -0.038 -0.016 -0.035
H -3.260 -2.674 -0.416 -0.031 0.008 0.036
H -1.970 -3.846 -0.219 0.024 -0.021 -0.012
H -1.314 0.180 -3.777 -0.005 0.017 0.022
H -2.730 0.119 -4.838 -0.011 -0.011 -0.022
H -1.393 -1.010 -5.066 0.054 -0.022 -0.010
H -3.106 0.012 -1.842 0.052 0.015 0.023
H -4.286 -1.291 -1.882 -0.017 -0.011 0.023
H -4.308 -0.051 -3.145 -0.015 0.021 0.004
H -2.895 -3.060 -4.848 0.038 -0.003 -0.038
H -4.258 -1.945 -4.780 -0.012 0.013 -0.003
H -4.050 -3.165 -3.520 -0.009 -0.023 0.021
H -2.124 -4.808 -3.757 -0.030 -0.005 -0.022
H -1.459 -5.416 -2.245 0.002 -0.013 0.034
H -0.593 -5.689 -3.759 0.000 -0.013 0.002
H -0.669 -3.062 -5.105 -0.054 -0.001 -0.024
H 0.801 -3.979 -4.786 0.011 0.001 -0.015
H 0.700 -2.284 -4.299 -0.012 0.037 -0.008
H 0.541 -4.217 -1.107 0.006 -0.006 0.008
H 1.507 -3.163 -2.131 -0.090 -0.044 0.093
H 1.345 -4.875 -2.548 0.006 -0.025 -0.001
C 1.749 -4.001 3.339 0.021 0.028 0.009
C 2.203 -3.587 1.953 -0.029 -0.046 0.000
N 1.235 -2.682 1.355 0.089 -0.044 -0.012
C -0.029 -2.502 1.819 0.173 -0.088 0.134
N -0.715 -1.498 1.365 -0.123 0.172 -0.439
C -2.020 -1.172 1.922 0.034 0.059 0.002
C -2.384 -1.964 3.171 0.010 0.003 -0.006
C -1.940 -3.403 2.985 0.013 -0.012 0.030
N -0.514 -3.407 2.723 -0.041 0.002 0.056
C 0.311 -4.473 3.252 -0.003 -0.013 -0.012
H 1.800 -3.139 4.009 0.025 -0.018 0.012
H 2.390 -4.789 3.736 -0.014 -0.008 -0.013
H 2.334 -4.473 1.320 0.005 -0.001 0.007
H 3.158 -3.063 1.995 -0.021 -0.001 -0.014
H 1.651 -1.850 0.942 -0.008 0.015 0.075
H -2.784 -1.330 1.153 -0.030 0.023 -0.038
H -2.013 -0.105 2.158 0.021 -0.043 0.031
H -3.461 -1.908 3.353 -0.005 -0.013 -0.006
H -1.867 -1.551 4.039 -0.019 0.007 0.010
H -2.493 -3.874 2.163 0.001 -0.002 0.002
H -2.113 -3.991 3.888 -0.004 0.015 -0.020
H 0.248 -5.375 2.626 -0.001 -0.009 0.004
H -0.074 -4.733 4.241 0.000 0.009 -0.009
```
Forces are in eV/Å.

The charge is -1. The calculation puts the HOMO-LUMO gap at 5.163 eV. Its highest occupied orbital energy is -2.99 eV. As for the largest force on an atom: 0.011 hartree/bohr.